Run i
C3H7N3S | ωB97M-V with the def2-TZVPD basis set

Each line ends with the Mulliken charge.
Cartesian coordinates (Å):
C 0.87 -0.91 -0.01  -0.06
C 2.17 -1.06 0.00  -0.77
N 0.26 0.36 0.00  0.25
H 2.88 -0.26 0.09  0.35
S -3.52 -0.05 0.02  -0.20
C -1.11 0.55 -0.03  0.08
N -1.86 -0.47 0.02  -0.36
H 2.54 -2.12 -0.03  0.21
H -1.41 1.59 -0.19  0.36
H 0.23 -1.77 0.12  0.30
H 0.93 2.09 -0.73  0.24
N 1.15 1.48 0.02  -0.78
H -4.02 -1.36 -0.14  0.16
H 0.88 1.93 0.88  0.25

The spin multiplicity is 1. Its net charge is 0. The SMILES is C=CN(N)/C=N/S. The LUMO energy comes out at 0.81 eV.

***

Run ii
C3H7N3S | ωB97M-V with the def2-TZVPD basis set

Each line ends with the Mulliken charge.
Cartesian coordinates (Å):
H 0.27 2.58 0.76  0.20
N 2.28 -1.57 0.12  -0.54
C -0.81 -1.26 0.12  -0.22
N 0.19 -0.33 -0.13  0.23
H 1.81 -2.20 0.71  0.26
N -0.25 0.82 -0.66  -0.50
C -0.65 1.81 0.33  -0.68
C 1.61 -0.72 -0.47  -0.01
H -0.41 -2.16 0.54  0.18
H 2.03 0.09 -1.01  0.42
H -1.07 0.73 -1.37  0.31
S -2.40 -1.37 -0.17  -0.22
H -1.09 1.18 1.32  0.24
H -1.50 2.41 -0.11  0.32

The spin multiplicity is 1. Its net charge is 0. The SMILES is [H]/N=C\N(C=S)NC. The LUMO energy comes out at -0.02 eV.

***

Ordering by calculated energy gives the sequence run i, run ii, with the first entry being the most stable.

***

Run i
C3H7N3S | ωB97M-V with the def2-TZVPD basis set

Each line ends with the Mulliken charge.
Cartesian coordinates (Å):
C 0.93 1.62 1.91  -0.48
N -0.61 -0.42 -0.64  -0.38
N 1.73 -0.33 -1.68  -0.67
H 2.86 -0.58 -1.69  0.28
C -0.12 1.35 1.01  -0.54
S -1.84 -1.34 0.09  -0.15
H -1.10 1.56 1.28  0.44
H -1.25 -1.61 1.30  0.14
H 1.68 0.21 -2.62  0.24
C 0.28 0.45 -0.06  0.62
N 1.42 0.58 -0.56  -0.42
H 0.94 2.38 2.84  0.24
H 2.05 1.29 1.66  0.23
H -0.02 -1.10 -1.23  0.45

The spin multiplicity is 1. Its net charge is 0. The SMILES is C=C/C(=N/N)NS. The LUMO energy comes out at 0.71 eV.

***

Run ii
C3H7N3S | ωB97M-V with the def2-TZVPD basis set

Each line ends with the Mulliken charge.
Cartesian coordinates (Å):
H -2.53 1.36 -2.19  0.24
H -0.12 -1.90 -0.37  0.33
N -1.66 1.42 -1.69  -0.64
C 0.54 1.87 -0.29  -0.64
N 0.05 0.53 -0.12  0.72
N 0.74 -0.28 0.62  -0.93
H 0.80 2.03 -1.34  0.27
S -1.39 0.13 -0.84  0.25
H 0.37 -3.51 1.39  0.26
C 0.61 -2.47 1.52  -0.86
H 1.03 -2.17 2.46  0.28
C 0.38 -1.58 0.55  0.12
H 1.42 1.99 0.34  0.33
H -0.23 2.59 -0.03  0.26

The spin multiplicity is 1. Its net charge is 0. The LUMO energy (alpha / beta) comes out at -0.25 / -0.03 eV.

***

Run iii
C3H7N3S | ωB97M-V with the def2-TZVPD basis set

Each line ends with the Mulliken charge.
Cartesian coordinates (Å):
C -1.02 0.17 -0.21  0.46
H 2.21 0.23 -0.34  0.21
H -1.37 -1.78 0.16  0.24
H -1.76 0.61 0.46  0.35
H -2.34 -1.22 -1.08  0.23
H -0.55 2.07 -1.16  0.28
H -1.33 0.87 -2.24  0.35
C -0.62 1.02 -1.43  -0.70
C 0.29 0.01 0.50  -0.20
N 0.75 0.55 -1.72  -0.48
N -1.41 -1.16 -0.64  -0.68
H 0.69 -0.34 -2.25  0.31
S 0.54 -0.33 2.06  -0.35
N 1.22 0.29 -0.45  0.00

The spin multiplicity is 1. Its net charge is 0. The SMILES is N[C@@H]1CNNC1=S. The LUMO energy comes out at 0.69 eV.

***

Ordering by calculated energy gives the sequence run iii, run i, run ii, with the first entry being the most stable.

***

Run i
C4H7OP | ωB97M-V with the def2-TZVPD basis set

Each line ends with the Mulliken charge.
Cartesian coordinates (Å):
C -0.96 0.89 -0.30  -0.27
H 0.45 -0.82 1.41  0.15
C 1.12 -0.22 0.79  -0.64
H -1.24 -1.33 0.53  0.03
O -3.45 -0.14 0.12  -0.65
P -1.99 -0.18 0.39  0.36
C 0.55 0.78 -0.16  0.04
H -1.50 1.76 -0.81  0.32
H 1.15 1.67 -0.40  0.39
C 1.15 -0.50 -0.67  -0.44
H 2.03 0.00 1.27  0.26
H 2.15 -0.53 -1.15  0.25
H 0.54 -1.38 -1.03  0.19

The spin multiplicity is 1. Its net charge is 0. The LUMO energy comes out at -0.12 eV.

***

Run ii
C4H7OP | ωB97M-V with the def2-TZVPD basis set

Each line ends with the Mulliken charge.
Cartesian coordinates (Å):
C 1.50 -0.76 -0.29  -0.71
P -3.77 -2.41 -0.78  0.34
H 2.43 -1.20 -0.59  0.26
O -3.71 -1.69 -2.04  -0.36
C -1.02 0.95 0.07  -0.74
H -2.45 -2.15 -0.18  0.03
H 0.64 -1.40 -0.33  0.22
H 0.33 1.95 1.29  0.30
C 1.42 0.50 0.13  -0.08
C 0.20 1.17 0.55  -0.08
H -1.21 0.23 -0.71  0.30
H 2.31 1.10 0.21  0.29
H -1.87 1.50 0.42  0.23

The spin multiplicity is 1. Its net charge is 0. The SMILES is C=CC=C.O=P. The LUMO energy comes out at -1.06 eV.

***

Ordering by calculated energy gives the sequence run ii, run i, with the first entry being the most stable.

***

Run i
C2H6NOS | ωB97M-V with the def2-TZVPD basis set

Each line ends with the Mulliken charge.
Cartesian coordinates (Å):
S -1.71 0.84 -2.16  0.43
H -1.29 -0.90 1.01  0.46
H 0.82 0.89 1.11  0.42
O -1.27 1.72 -3.25  -0.41
C -0.29 -0.85 0.86  -0.82
H 0.66 0.12 2.56  0.38
C -0.19 0.41 -1.59  -0.26
N 0.72 -0.10 1.54  -0.32
H 0.07 -1.73 0.38  0.38
H 1.60 -0.65 1.49  0.40
H 0.88 0.25 -1.96  0.34

The spin multiplicity is 1. Its net charge is +1. The LUMO energy (alpha / beta) comes out at -5.39 / -5.02 eV.

***

Run ii
C2H6NOS | ωB97M-V with the def2-TZVPD basis set

Each line ends with the Mulliken charge.
Cartesian coordinates (Å):
N -1.10 0.65 0.13  -0.23
S 2.42 0.29 0.57  0.18
H -1.52 -1.07 1.11  0.30
H -2.38 1.93 -0.60  0.27
O -0.74 -0.42 0.88  -0.33
C 1.84 -0.71 -0.64  -0.06
H 0.71 -0.62 -0.66  0.31
H -3.09 0.16 0.35  0.18
H 3.74 0.15 0.37  0.27
C -2.30 0.92 -0.09  -0.22
H 2.41 -1.28 -1.43  0.33

The spin multiplicity is 1. Its net charge is +1. The LUMO energy comes out at -6.84 eV.

***

Ordering by calculated energy gives the sequence run ii, run i, with the first entry being the most stable.

***

Run i
C6H14NO | ωB97M-V with the def2-TZVPD basis set

Each line ends with the Mulliken charge.
Cartesian coordinates (Å):
C 0.44 0.86 0.42  1.26
N 0.14 -2.09 -1.13  -0.23
H 1.54 -0.91 0.69  0.48
H -0.41 1.75 3.65  0.27
H 0.56 0.00 2.39  0.17
H -0.90 2.69 2.14  0.22
H -2.16 -0.13 -0.89  0.33
H -0.08 -2.51 -2.04  0.38
C 1.38 -0.20 -0.10  -0.94
H 1.75 -1.16 -2.08  0.41
C 0.08 1.86 -0.37  -1.12
H 0.67 -2.79 -0.63  0.35
H -0.57 2.70 -0.12  0.24
H -0.81 -1.84 -0.74  0.30
C 0.98 -0.85 -1.41  -0.73
O -2.19 -0.95 -0.39  -0.65
H 0.32 1.95 -1.44  0.31
H -3.12 -1.18 -0.28  0.31
H 2.37 0.25 -0.23  0.40
C 0.19 0.89 1.87  -0.28
H 0.28 -0.16 -1.89  0.40
C -0.45 1.81 2.58  -0.88

The spin multiplicity is 1. Its net charge is +1. The LUMO energy comes out at -3.24 eV.

***

Run ii
C6H14NO | ωB97M-V with the def2-TZVPD basis set

Each line ends with the Mulliken charge.
Cartesian coordinates (Å):
H 1.43 -1.76 1.70  0.36
H 0.64 3.03 0.55  0.29
H 1.34 -0.22 -0.14  0.52
C 0.64 -1.03 -0.17  -0.24
H -1.73 1.42 0.71  0.40
H -0.35 1.16 -1.96  0.38
C -0.74 -0.67 -0.81  -0.70
H -0.17 2.34 1.82  0.35
C -1.00 0.73 -1.17  -0.71
H -0.22 -1.84 1.59  0.36
N 0.61 -1.33 1.37  -0.18
H 0.72 -0.32 1.83  0.39
H -2.05 0.66 -1.63  0.29
C 1.20 -2.17 -1.12  -0.26
H -1.55 -0.71 0.11  0.20
C 0.30 1.93 0.93  -1.39
H -1.12 2.70 -0.52  0.32
H -0.85 -1.56 -1.44  0.51
H 0.92 -2.28 -2.19  0.43
H 0.98 1.22 1.16  0.48
O 1.94 -2.98 -0.63  -0.42
C -0.96 1.67 0.01  -0.37

The spin multiplicity is 1. Its net charge is +1. The SMILES is CCCC[C@@H]([NH3+])C=O. The LUMO energy comes out at -3.82 eV.

***

Ordering by calculated energy gives the sequence run i, run ii, with the first entry being the most stable.

***

Run i
C6H14NO | ωB97M-V with the def2-TZVPD basis set

Each line ends with the Mulliken charge.
Cartesian coordinates (Å):
C 1.40 0.74 -0.56  -0.49
H 1.71 -1.31 0.06  0.36
N 0.69 1.44 1.89  -0.30
C -2.61 -1.66 -0.67  -0.02
H -0.46 -2.36 0.04  0.38
H 0.98 1.03 -1.57  0.26
O -3.14 -1.41 0.41  -0.49
H -2.83 -2.50 -1.36  0.33
H -0.11 0.79 2.07  0.33
H 1.99 2.56 0.39  0.33
C 1.05 1.85 0.43  -0.55
H -1.10 -1.16 -2.12  0.28
C -0.41 -1.15 -0.08  -0.45
H 0.08 2.42 0.02  0.33
H 1.46 0.98 2.37  0.37
C -1.55 -0.81 -1.07  -0.41
H 1.06 -1.11 -1.59  0.38
C 0.97 -0.76 -0.56  -0.75
H -1.73 0.25 -1.04  0.27
H 0.66 2.34 2.47  0.42
H 2.44 0.54 -0.48  0.36
H -0.57 -0.72 0.93  0.06

The spin multiplicity is 1. Its net charge is +1. The SMILES is [NH3+]CCCCCC=O. The LUMO energy comes out at -3.94 eV.

***

Run ii
C6H14NO | ωB97M-V with the def2-TZVPD basis set

Each line ends with the Mulliken charge.
Cartesian coordinates (Å):
H -0.13 -0.05 2.64  0.37
C -0.64 1.63 1.67  -1.13
N 2.03 0.16 -1.27  -0.29
C -1.21 -0.67 0.76  -0.66
O 0.68 -0.46 -3.65  -0.38
H 0.92 -0.98 0.79  0.32
H 2.30 0.62 -2.08  0.34
H -1.68 -1.66 1.05  0.28
C 0.07 -1.12 0.00  -0.64
H -0.17 0.68 -1.15  0.24
H -0.36 2.03 2.59  0.42
H -1.94 -0.21 0.04  0.43
H 0.29 -2.27 -0.25  0.37
H 0.13 1.91 1.00  0.26
H -1.73 2.08 1.65  0.27
H -1.78 0.14 2.62  0.39
H 1.99 0.80 -0.52  0.33
C 0.44 -0.29 -1.30  -0.04
H -0.98 -1.13 -2.78  0.38
H 2.68 -0.59 -0.99  0.35
C -0.94 0.18 1.94  -0.60
C 0.03 -0.80 -2.76  -0.03

The spin multiplicity is 1. Its net charge is +1. The SMILES is CCCC[C@@H]([NH3+])C=O. The LUMO energy comes out at -3.77 eV.

***

Ordering by calculated energy gives the sequence run i, run ii, with the first entry being the most stable.